1.
15
Properties=species:S:1:pos:R:3:forces:R:3:nbo_charge:R:1 method="wB97M-V/def2-TZVPD" total_charge=0 e_above_lowest_ev=2.9319 multiplicity=1 homo_ha=-0.338 homo_lumo_gap_ev=9.9
C 0.10314 1.15714 -0.33289 -1.7 1.6 -1.9 -0.24
C 0.54806 -0.29520 -0.42448 1.6 0.6 -1.2 -0.11
C 1.47637 -0.70422 0.71555 1.4 -1.0 -2.1 -0.62
N -1.19054 1.21455 0.36498 -0.1 0.3 -0.5 -0.83
N -0.58623 -1.13464 -0.54554 -4.5 0.0 -1.1 -0.80
O -3.06830 -0.46943 0.69808 -1.0 -0.5 1.2 -0.91
S -2.23078 0.08125 -0.31521 3.3 -0.4 -0.7 1.49
H 0.76252 1.88683 0.15136 0.1 -0.4 -0.2 0.22
H -0.11995 1.53379 -1.42587 0.5 -0.5 2.0 0.19
H 1.17256 -0.34834 -1.33659 -0.3 0.0 0.2 0.19
H 2.00943 -1.59613 0.26093 -0.6 0.5 1.1 0.22
H 0.89637 -1.01167 1.56996 0.3 0.2 0.7 0.22
H 2.31371 0.04447 0.78051 -1.1 -0.5 0.7 0.21
H -1.08993 1.01631 1.34423 -0.1 -0.1 0.6 0.39
H -0.99645 -1.37473 -1.50504 2.1 0.2 1.3 0.37

---

2.
16
Properties=species:S:1:pos:R:3:forces:R:3:nbo_charge:R:1 method="wB97M-V/def2-TZVPD" total_charge=0 e_above_lowest_ev=3.4854 multiplicity=1 homo_ha=-0.300 homo_lumo_gap_ev=8.6
C 1.99888 -0.16103 -0.14748 0.0 0.0 0.0 -0.62
C 0.65873 -0.54103 0.47803 0.1 -0.1 0.0 -0.38
C -0.63635 0.01747 -0.14839 -0.1 0.1 0.2 -0.40
C -1.87296 -0.52595 0.54186 -0.1 0.0 0.0 -0.61
C -0.64955 1.36142 -0.58339 0.0 -0.1 0.0 0.36
O 0.05027 1.51857 -1.64909 0.0 -0.2 0.1 -0.62
H 2.14980 0.92227 -0.18150 0.0 -0.2 0.0 0.21
H 2.81590 -0.59541 0.43852 -0.1 0.1 -0.1 0.21
H 2.08708 -0.53819 -1.17267 0.0 0.1 0.1 0.21
H 0.56136 -1.63402 0.45874 0.0 0.2 0.0 0.21
H 0.67303 -0.26512 1.54537 0.0 0.0 -0.1 0.19
H -0.02625 0.27145 -1.53231 0.1 0.2 -0.2 0.44
H -1.81400 -0.43974 1.63796 0.0 0.0 -0.2 0.20
H -2.78608 -0.01968 0.20893 0.1 -0.1 0.1 0.21
H -1.99384 -1.59077 0.31008 0.0 0.2 0.0 0.22
H -1.21604 2.21977 -0.20466 0.1 -0.1 0.0 0.17

---

3.
108
Properties=species:S:1:pos:R:3:forces:R:3:lowdin_charge:R:1 method="wB97M-V/def2-TZVPD" total_charge=0 multiplicity=1 homo_ha=-0.347 homo_lumo_gap_ev=9.5
O 2.21760 -0.08107 0.73660 -0.1 -0.1 0.5 -0.28
S 1.10971 -0.66603 0.04014 0.0 -0.3 -1.4 0.56
O 0.08030 -1.37220 0.73952 -0.1 0.0 0.9 -0.28
O 0.46791 0.43292 -0.86455 -0.7 0.0 -0.3 -0.26
C -0.57562 1.28279 -0.26300 0.3 0.4 0.1 -0.19
C 0.06132 2.63914 -0.06535 -0.2 -0.2 -0.3 -0.04
C 1.70556 -1.73941 -1.21648 0.5 0.0 0.5 -0.08
H -0.90604 0.82556 0.66860 0.0 0.0 0.0 0.10
H -1.43246 1.31890 -0.93215 0.1 -0.3 -0.2 0.11
H 1.04709 2.48643 0.36825 -0.1 0.3 0.5 0.07
H -0.60092 3.24554 0.55227 0.3 0.2 0.1 0.07
H 0.23131 3.13453 -1.02264 -0.2 0.0 0.0 0.09
H 1.85719 -1.17843 -2.12934 0.1 0.0 -0.1 0.06
H 0.98843 -2.54117 -1.32358 -0.2 -0.1 -0.2 0.07
H 2.63530 -2.12716 -0.79992 0.1 -0.2 -0.3 0.06
O -4.28202 -4.95721 1.92077 -1.4 -0.3 -0.6 -0.24
S -3.03045 -4.56712 2.42020 0.4 1.1 -0.2 0.52
O -2.40409 -5.30742 3.44620 0.5 -0.8 1.2 -0.26
O -2.05869 -4.50552 1.18881 0.4 -0.1 -0.7 -0.25
C -0.64620 -4.57573 1.48779 0.4 0.2 0.5 -0.27
C -0.16059 -6.00305 1.64265 0.6 -0.1 0.0 -0.07
C -3.03652 -2.88424 2.91546 0.0 0.5 -0.4 -0.10
H -0.45826 -4.02361 2.41752 0.0 -0.1 -0.1 0.11
H -0.12643 -4.00582 0.71988 -0.3 -0.2 -0.3 0.10
H -0.63304 -6.68892 0.94090 -0.1 0.1 0.0 0.09
H -0.30306 -6.36333 2.65868 -0.3 0.0 -0.1 0.07
H 0.91761 -6.06147 1.45522 -0.1 0.2 -0.1 0.07
H -1.99999 -2.56718 3.01983 0.0 -0.1 0.6 0.06
H -3.63830 -2.82642 3.81511 0.2 0.2 0.2 0.08
H -3.42694 -2.21003 2.15570 -0.4 -0.4 -0.1 0.05
C 5.28784 -0.44189 1.88658 -0.4 -0.2 -0.1 -0.17
O 4.59998 0.78571 1.97142 -0.1 0.4 0.0 -0.13
H 5.26689 -0.95296 2.85603 0.1 0.0 0.0 0.07
H 4.81192 -1.10073 1.15128 0.2 0.0 0.0 0.06
H 6.31894 -0.25298 1.59438 0.1 -0.1 0.0 0.08
H 3.75484 0.70395 1.51389 0.1 -0.1 0.1 0.01
C 0.14138 6.84998 -0.24189 -0.2 0.0 -0.5 -0.15
O 0.49119 6.37805 -1.54600 0.1 0.0 0.2 -0.13
H 1.07167 7.10332 0.25845 0.0 -0.1 0.1 0.07
H -0.47070 7.75751 -0.29915 0.0 -0.1 0.0 0.08
H -0.40000 6.08386 0.32027 0.1 0.1 0.1 0.07
H -0.30397 6.08441 -1.99880 0.0 0.0 0.0 0.07
C -4.89779 3.15230 0.14419 0.1 -2.3 -1.2 -0.13
O -4.78150 2.57121 -1.18344 -0.2 0.9 0.4 -0.15
H -5.62648 3.94872 0.06191 0.3 0.4 0.2 0.08
H -5.30597 2.36747 0.80086 0.0 0.4 0.2 0.08
H -3.89902 3.39228 0.50940 -0.2 0.6 0.1 0.05
H -4.42026 1.67587 -1.15318 0.1 0.0 0.1 0.02
C 3.56488 3.28027 -0.77879 -0.5 0.0 0.5 -0.17
O 4.87685 3.19767 -1.27230 0.4 0.1 -0.5 -0.10
H 3.59511 3.30757 0.31607 -0.1 -0.1 0.0 0.06
H 3.08206 4.19698 -1.12281 0.1 0.0 -0.1 0.08
H 2.93665 2.43920 -1.08464 0.1 0.0 0.0 0.06
H 5.04129 2.30657 -1.58188 0.1 -0.1 0.1 0.07
C 2.16934 4.54236 2.66614 -0.8 -0.5 0.3 -0.12
O 0.77358 4.21545 2.90874 0.8 0.3 -0.1 -0.16
H 2.32909 4.77894 1.61130 0.0 0.1 0.1 0.06
H 2.44008 5.39208 3.29216 -0.1 0.1 -0.1 0.08
H 2.82218 3.70756 2.94440 -0.1 0.1 -0.1 0.08
H 0.68155 3.25558 2.98340 0.2 0.1 -0.1 0.01
C 3.08523 -3.59801 2.21710 1.4 0.3 -0.6 -0.10
O 3.58005 -3.63842 0.85170 -0.6 0.0 0.3 -0.14
H 2.97915 -2.54490 2.48098 -0.4 -0.1 0.0 0.07
H 2.16654 -4.16194 2.34206 -0.1 0.0 -0.1 0.06
H 3.88412 -3.99294 2.84983 -0.4 -0.1 0.3 0.09
H 4.36445 -4.18840 0.83434 0.0 -0.1 0.0 0.07
C 2.50882 1.21371 -4.13728 0.1 -0.1 -0.2 -0.15
O 1.67133 1.52543 -5.25560 -0.1 -0.6 0.7 -0.12
H 3.01267 0.24253 -4.25614 0.1 0.2 -0.2 0.08
H 3.24741 2.00969 -4.10366 0.1 -0.1 0.2 0.08
H 1.96816 1.14851 -3.18373 -0.1 0.4 -0.1 0.06
H 0.96420 0.87087 -5.20720 -0.1 0.2 -0.4 0.06
C -3.83273 -0.69229 0.06465 -0.4 0.4 0.1 -0.13
O -3.75160 -0.13914 -1.24576 0.4 -0.3 0.0 -0.14
H -3.47339 0.06259 0.77388 0.1 -0.1 -0.1 0.07
H -4.87820 -0.88937 0.33979 0.1 -0.2 -0.1 0.09
H -3.25125 -1.60590 0.19856 0.1 0.0 -0.2 0.06
H -3.56151 -0.82340 -1.92003 -0.3 0.3 0.4 0.05
C 1.65102 -5.43409 -3.77129 -0.8 0.2 -0.5 -0.13
O 0.62102 -4.53548 -4.25910 0.5 -0.6 0.3 -0.15
H 2.47068 -4.82272 -3.42027 0.2 0.1 0.0 0.07
H 1.26526 -6.05114 -2.96043 0.0 0.0 0.2 0.07
H 1.98084 -6.09993 -4.57317 0.2 0.1 0.1 0.08
H -0.03331 -5.10825 -4.67308 -0.1 0.2 0.0 0.07
C -2.09137 -2.95236 -2.97629 0.7 -0.8 0.3 -0.14
O -3.19733 -2.11676 -3.21668 -0.3 0.0 -0.1 -0.12
H -2.04509 -3.20498 -1.91532 -0.1 0.4 0.1 0.08
H -2.14926 -3.93070 -3.46882 -0.2 0.2 -0.2 0.08
H -1.14863 -2.49181 -3.27573 0.0 0.1 0.0 0.07
H -3.38914 -2.13816 -4.15743 -0.1 0.1 0.0 0.10
C -2.59260 2.96666 2.98272 0.5 0.7 0.1 -0.16
O -2.50369 1.55709 2.86238 -0.2 0.1 0.0 -0.13
H -2.38173 3.35857 3.98996 -0.1 -0.4 0.0 0.08
H -1.87932 3.48973 2.32872 -0.1 -0.2 0.0 0.06
H -3.58750 3.31207 2.71791 -0.1 -0.3 0.0 0.06
H -1.60296 1.31342 3.11140 0.0 0.2 0.0 0.03
C 0.62110 0.18577 3.82031 -0.3 -0.5 0.7 -0.10
O 0.27003 1.56299 3.79615 -0.1 0.3 -0.2 -0.14
H 0.66926 -0.14484 2.79111 0.2 0.0 0.0 0.04
H 1.55349 -0.01619 4.35318 0.2 0.2 -0.3 0.09
H -0.14699 -0.41057 4.33582 0.0 0.2 -0.2 0.09
H 0.16787 1.94109 4.67668 0.1 -0.3 0.1 0.11
C -1.78158 1.61384 -4.41371 -0.2 0.1 -0.2 -0.16
O -3.03803 2.28058 -4.28506 0.5 -0.3 0.0 -0.11
H -1.19325 1.79985 -3.51550 -0.1 0.1 0.0 0.07
H -1.90461 0.52779 -4.52712 0.0 0.1 0.1 0.07
H -1.21282 1.99687 -5.27108 0.0 0.0 0.1 0.07
H -3.62612 1.91341 -4.95087 -0.1 0.1 0.0 0.07

---

4.
59
Properties=species:S:1:pos:R:3:forces:R:3:nbo_charge:R:1 method="wB97M-V/def2-TZVPD" total_charge=0 e_above_lowest_ev=0.1471 multiplicity=1 homo_ha=-0.294 homo_lumo_gap_ev=8.4
C -4.39391 4.25006 2.25566 0.0 0.0 0.0 -0.63
C -4.04927 3.11166 1.34506 0.0 -0.1 0.0 0.01
C -5.02126 2.22538 0.90066 0.0 0.0 0.0 -0.23
C -4.69487 1.18419 0.05041 0.1 0.1 -0.1 -0.21
C -3.38278 1.01402 -0.36938 -0.4 0.5 0.4 0.16
C -2.39990 1.88979 0.07173 0.0 0.0 0.0 -0.21
C -2.73871 2.92934 0.91649 0.0 0.0 -0.1 -0.20
H -1.97059 3.60923 1.25445 0.1 0.1 0.0 0.21
H -1.37647 1.75843 -0.24033 0.1 0.0 0.0 0.23
N -3.08923 -0.10281 -1.20006 0.3 -0.8 0.5 -0.71
S -2.56985 -1.43298 -0.33142 -0.5 0.1 0.2 2.31
O -1.65741 -1.06222 0.71277 -0.3 0.0 0.1 -0.93
O -2.11281 -2.40577 -1.29094 -0.2 0.0 -0.2 -0.96
C -4.10936 -1.96621 0.39543 0.5 0.1 -0.1 -0.35
C -4.99150 -2.69666 -0.37609 -0.1 -0.1 -0.1 -0.13
C -6.21302 -3.06337 0.16417 0.1 0.0 -0.1 -0.22
C -6.53413 -2.68946 1.46033 0.0 0.0 0.1 -0.19
C -5.63821 -1.95723 2.22399 0.0 0.0 0.0 -0.21
C -4.41392 -1.59113 1.68921 0.2 0.0 0.1 -0.17
H -3.68831 -1.02564 2.25171 0.0 0.1 0.1 0.25
H -5.89273 -1.67129 3.23300 0.0 0.0 0.1 0.22
H -7.48834 -2.97334 1.87848 -0.1 0.0 0.0 0.22
H -6.91309 -3.63740 -0.42353 0.0 -0.1 -0.1 0.22
H -4.70471 -2.97304 -1.37812 -0.1 -0.1 -0.2 0.23
C -2.55782 0.12300 -2.52937 0.2 -0.1 -0.4 -0.31
H -3.20805 0.83407 -3.04524 0.2 -0.1 0.1 0.24
H -2.58228 -0.84185 -3.04201 0.0 0.2 -0.1 0.24
C -1.12414 0.67307 -2.54732 -0.1 0.0 -0.2 0.64
O -0.83812 1.75971 -2.98945 -0.1 0.1 0.0 -0.57
N -0.23881 -0.20771 -2.00568 -0.2 -0.9 0.3 -0.47
N 1.05537 0.10745 -1.81859 0.6 0.5 0.0 -0.21
C 1.80850 -0.73985 -1.24163 -0.9 -0.3 -0.1 0.06
C 3.20939 -0.46677 -1.01690 0.7 0.0 0.2 -0.13
C 4.01524 -1.40531 -0.37659 -0.4 0.3 -0.2 -0.17
C 5.35856 -1.16343 -0.15670 0.5 0.1 0.1 -0.27
C 5.92482 0.03245 -0.58394 -0.2 0.0 0.0 0.31
C 5.12200 0.98231 -1.22302 0.2 -0.1 0.1 -0.25
C 3.78704 0.73766 -1.43547 0.0 -0.2 0.1 -0.14
H 3.15974 1.46201 -1.92910 0.0 0.1 -0.1 0.24
H 5.58075 1.90451 -1.54298 0.0 0.1 0.0 0.23
O 7.23512 0.37752 -0.42590 -0.2 0.2 -0.2 -0.49
C 8.13850 -0.55158 0.10986 0.3 -0.3 0.2 0.08
C 9.56546 -0.00122 0.05795 0.2 0.1 -0.1 -0.50
H 10.22750 -0.44678 -0.67894 0.0 0.0 -0.1 0.22
H 9.57981 1.08391 -0.01961 -0.1 0.0 -0.1 0.23
S 9.90587 -0.53696 1.77314 0.0 -0.1 -0.1 0.16
C 8.09336 -0.73324 1.63645 -0.1 -0.1 0.3 -0.53
H 7.73808 -1.69183 2.00604 -0.1 0.0 0.0 0.22
H 7.57682 0.08354 2.13802 -0.1 0.0 -0.1 0.22
H 8.05983 -1.51458 -0.41256 0.0 0.1 0.1 0.19
H 5.95111 -1.90857 0.35064 0.1 -0.1 0.0 0.21
H 3.58537 -2.33804 -0.04090 -0.1 -0.1 0.0 0.21
H 1.41987 -1.70545 -0.89444 0.0 0.0 0.0 0.16
H -0.57636 -1.11871 -1.68223 0.2 0.3 -0.3 0.39
H -5.45486 0.50035 -0.29724 -0.1 -0.1 0.0 0.22
H -6.04617 2.34878 1.21986 -0.1 0.0 0.0 0.21
H -4.30974 5.19506 1.71974 0.0 0.1 0.0 0.22
H -3.70769 4.28583 3.09958 0.0 0.0 0.1 0.22
H -5.40966 4.15712 2.63089 -0.1 0.0 0.1 0.21

---

5.
21
Properties=species:S:1:pos:R:3:forces:R:3:nbo_charge:R:1 method="wB97M-V/def2-TZVPD" total_charge=0 multiplicity=1 homo_ha=-0.291 homo_lumo_gap_ev=8.5
C 0.05996 -1.30438 -0.88172 -0.3 -1.1 0.2 -0.31
C -1.25992 -1.35266 -0.32965 0.5 -0.9 -0.3 -0.34
C -1.19749 -2.07164 0.90952 0.6 -0.6 -0.4 -0.38
C 0.17356 -2.43668 1.14059 -0.5 -0.2 -0.8 -0.36
C 0.95868 -1.92547 0.04857 -1.0 -1.1 -0.6 -0.37
Hf 0.09342 -0.00858 1.20380 0.9 2.2 -0.5 2.20
C -0.95190 1.63547 0.10743 -0.9 -0.3 0.2 -0.96
C 0.36029 1.90359 -0.51567 3.2 -0.3 -0.3 0.17
C 0.66221 2.67801 -1.59242 -0.6 -1.1 1.2 -0.50
N 1.51566 1.07674 0.22506 -2.1 1.8 -0.6 -1.06
H -2.05565 -2.40130 1.49774 0.4 0.4 -0.1 0.26
H -2.17462 -1.01997 -0.82275 0.5 0.0 0.3 0.25
H 0.53734 -3.08779 1.93646 -0.1 0.5 -0.1 0.26
H 2.02003 -2.11668 -0.11815 -0.4 0.3 0.2 0.26
H 0.32367 -0.94961 -1.88000 0.0 0.3 0.6 0.26
H -1.73310 1.39547 -0.62374 0.2 0.3 0.2 0.23
H 2.44585 1.31212 -0.10620 -0.5 -0.1 0.0 0.39
H -1.28288 2.44866 0.77500 0.2 -0.2 -0.2 0.25
H -0.16725 3.14133 -2.12451 0.3 0.1 0.1 0.21
H 1.68498 2.80109 -1.93909 -0.2 0.0 0.0 0.20
F -0.01284 0.28228 3.08973 0.0 0.0 0.8 -0.65

---

6.
20
Properties=species:S:1:pos:R:3:forces:R:3:nbo_charge:R:1 method="wB97M-V/def2-TZVPD" total_charge=0 e_above_lowest_ev=2.4686 multiplicity=1 homo_ha=-0.320 homo_lumo_gap_ev=9.0
C 2.41687 -1.01247 1.38622 -2.2 0.3 -1.9 -0.24
C 1.34724 -0.07540 1.62142 1.8 -1.1 1.7 -0.26
C 2.21027 -1.65004 0.20214 -2.3 2.3 0.9 -0.04
C 0.57425 -0.20666 0.55449 -2.0 2.0 -0.7 0.05
C 0.28970 -1.48980 -1.46713 1.0 -0.1 0.0 0.63
C -0.66460 0.49423 0.23724 -0.8 -1.5 -4.0 0.25
C -0.69017 -0.42223 -1.72972 -2.1 0.6 2.4 -0.40
C -1.95993 2.42407 0.17866 -1.4 2.2 0.4 -0.28
N 1.02311 -1.12488 -0.34375 1.8 0.1 1.7 -0.38
O 0.56900 -2.51940 -2.01565 -0.6 -0.2 -0.7 -0.53
O -0.67092 1.84100 0.07628 0.2 -0.5 0.3 -0.50
Br -2.50012 -1.22791 -2.11753 1.4 0.8 0.0 -0.01
H 3.12135 -1.24866 2.05817 2.6 -0.8 2.2 0.21
H 1.17737 0.35617 2.61645 -0.1 0.3 -1.0 0.24
H 2.59646 -2.46427 -0.24301 1.7 -2.4 -1.4 0.22
H -1.55808 -0.01540 0.59371 -0.3 0.6 0.1 0.20
H -0.38893 0.40803 -2.36966 -0.2 -0.4 -0.1 0.24
H -1.87473 3.59831 0.32724 0.3 -2.5 -0.7 0.21
H -2.35289 2.09690 1.17708 -0.4 0.0 -1.2 0.19
H -2.66526 2.23840 -0.74268 1.4 0.0 1.9 0.20